# C5H7N3O2

An isolated molecule of C5H7N3O2 at a distorted geometry (the ωB97M-V functional and the def2-TZVPD basis, the OMol25 dataset).

Results
**Max |F|**: 3.71 eV/Å
**Energy above the lowest of the compared OMol25 structures with the same formula, charge and spin**: 662.67 kJ/mol
**LUMO**: -0.31 eV
**HOMO-LUMO gap**: 8.1 eV
**Electronic energy**: -13857.3201 eV
**HOMO energy**: -0.3086 Eh

Geometry as ORCA input:
```
! wB97M-V def2-TZVPD RIJCOSX def2/J DEFGRID3
* xyz 0 1
N -0.06 -1.59 0.44
C -1.95 -0.21 0.19
H -0.63 0.15 -1.52
O 1.60 -1.27 -1.14
C 0.91 -0.84 -0.25
H -3.06 -0.49 -0.01
C -1.29 -1.41 0.82
H 2.94 1.40 0.80
H -2.40 0.47 1.02
C 0.67 1.65 0.15
H 0.30 -2.42 0.75
H -2.19 1.25 -1.34
N 2.59 0.43 0.78
N 1.24 0.48 0.36
C -1.28 0.67 -0.83
H 3.11 -0.06 0.11
O -0.50 1.78 -0.33
*
```


# C5H7N3O2

A cluster of 2 separate species, C5H7N3O2 in total at a distorted geometry (the ωB97M-V functional and the def2-TZVPD basis, the OMol25 dataset).

Results
**Max |F|**: 3.21 eV/Å
**Energy above the lowest of the compared OMol25 structures with the same formula, charge and spin**: 156.48 kJ/mol
**SMILES**: Cn1ncc(C#N)c1O.O
**LUMO**: 0.42 eV
**HOMO-LUMO gap**: 9.8 eV
**Electronic energy**: -13862.5664 eV
**HOMO energy**: -0.3436 Eh

Geometry as ORCA input:
```
! wB97M-V def2-TZVPD RIJCOSX def2/J DEFGRID3
* xyz 0 1
C -1.47 -0.94 -0.26
N -3.67 -0.79 -0.39
H -1.75 1.65 -0.66
H 1.12 0.45 2.09
C -2.55 -0.05 -0.38
C -0.09 -0.59 -0.35
H 1.94 0.72 0.67
H -5.52 -0.77 -1.37
O 1.52 1.13 1.53
N -3.40 -2.11 -0.30
N 0.97 -0.41 -0.82
H -5.59 -0.61 0.41
H -1.61 -3.19 -0.17
O -2.62 1.26 -0.52
C -2.09 -2.21 -0.20
H -5.04 0.76 -0.58
C -5.04 -0.32 -0.49
*
```


# C5H7N3O2S

A structure of composition C5H7N3O2S at a distorted geometry (the ωB97M-V functional and the def2-TZVPD basis, the OMol25 dataset).

Results
**Max |F|**: 18.37 eV/Å
**Energy above the lowest of the compared OMol25 structures with the same formula, charge and spin**: 452.50 kJ/mol
**LUMO**: 0.07 eV
**HOMO-LUMO gap**: 8.7 eV
**Electronic energy**: -24695.1439 eV
**HOMO energy**: -0.3156 Eh

Geometry as ORCA input:
```
! wB97M-V def2-TZVPD RIJCOSX def2/J DEFGRID3
* xyz 0 1
H 2.69 2.87 0.22
H -2.93 1.68 0.56
C 1.59 1.01 -0.03
C -1.75 -0.46 -0.15
O -2.92 0.01 -0.49
H -3.75 0.37 1.54
C 0.43 0.19 -0.04
O -1.34 -1.61 -0.05
C 1.58 2.50 -0.09
H 1.36 3.06 -1.12
N 2.76 0.44 0.10
H -4.38 1.34 0.01
C -3.57 0.91 0.49
N 2.58 -0.93 0.17
H 3.13 -1.45 -0.14
N -0.75 0.60 -0.14
S 0.95 -1.48 0.05
H 0.86 2.85 0.52
*
```


# C5H7N3O2S

An isolated molecule of C5H7N3O2S at a distorted geometry (the ωB97M-V functional and the def2-TZVPD basis, the OMol25 dataset).

Results
**Max |F|**: 6.73 eV/Å
**Energy above the lowest of the compared OMol25 structures with the same formula, charge and spin**: 779.85 kJ/mol
**SMILES**: [H]/N=N/C1=C([N+](=O)[O-])C[C@@H](C)S1
**LUMO**: -0.85 eV
**HOMO-LUMO gap**: 7.7 eV
**Electronic energy**: -24691.7511 eV
**HOMO energy**: -0.3126 Eh

Geometry as ORCA input:
```
! wB97M-V def2-TZVPD RIJCOSX def2/J DEFGRID3
* xyz 0 1
O -2.43 -0.76 -0.71
N -1.43 -1.32 -0.15
C -0.87 0.97 0.35
N -2.78 2.16 -0.21
H 0.79 -0.66 2.26
H 2.55 -0.85 -0.91
C 0.68 -0.78 1.25
C 1.76 -0.15 -0.94
S 0.63 1.79 0.52
H 2.02 0.71 -1.48
C 1.56 0.23 0.56
H 2.41 0.32 1.08
H 1.10 -1.72 0.76
N -1.86 1.36 -0.37
C -0.62 -0.56 0.58
H -3.30 2.34 -1.00
H 0.85 -0.58 -1.29
O -1.07 -2.51 -0.34
*
```